Molecular formula: C10H22CrF3N4O
Method: DFT, ωB97M-V with the def2-TZVPD basis set

Structure (XYZ):
```
41
Properties=species:S:1:pos:R:3:nbo_charge:R:1
Cr 0.5083 -0.5705 -1.0384 1.122
N 0.5127 -2.7202 -0.7575 -0.881
C 1.7774 -3.4384 -1.0424 -0.218
C 2.2555 -3.2125 -2.4711 -0.430
C 2.8035 -1.8178 -2.7463 -0.220
N 1.7332 -0.7968 -2.7633 -0.866
H 0.2505 -2.8622 0.2161 0.406
H -0.2374 -3.1454 -1.2990 0.392
H 1.6549 -4.5091 -0.8649 0.210
H 2.5295 -3.0757 -0.3391 0.202
H 1.4496 -3.4434 -3.1769 0.207
H 3.0456 -3.9353 -2.6783 0.247
H 3.3417 -1.8182 -3.6965 0.213
H 3.5185 -1.5395 -1.9694 0.204
H 1.1418 -0.9515 -3.5785 0.394
H 2.1343 0.1307 -2.9011 0.425
F 0.6171 2.3457 -0.2656 -0.381
C 0.4455 1.5605 -1.3771 0.574
F -0.7680 1.9597 -1.8846 -0.380
F 1.3656 2.0466 -2.2828 -0.384
C -3.0315 0.6974 -0.2411 -0.407
N -2.2811 1.1290 0.9274 -0.406
C -2.7848 2.3294 1.5863 -0.209
C -2.2514 2.4129 3.0009 -0.420
C -0.7431 2.2874 2.9658 -0.209
N -0.3586 1.0824 2.2406 -0.408
C 0.9903 0.6074 2.4877 -0.406
C -1.0833 0.6010 1.2182 0.838
O -0.6436 -0.3887 0.5405 -0.812
H -4.0776 0.5706 0.0365 0.210
H -2.6472 -0.2513 -0.5999 0.219
H -2.9566 1.4399 -1.0363 0.222
H -3.8736 2.2727 1.5881 0.219
H -2.4987 3.2107 1.0036 0.208
H -2.6754 1.6090 3.6056 0.218
H -2.5385 3.3606 3.4536 0.241
H -0.3391 2.2085 3.9754 0.218
H -0.2843 3.1605 2.4902 0.207
H 1.1348 0.4856 3.5606 0.215
H 1.7225 1.3226 2.1058 0.212
H 1.1407 -0.3543 2.0076 0.214
```

Summary:
- relative energy (zero: lowest compared OMol25 entry of this formula, charge and spin) (kcal per mole) = 0.0
- HOMO level (spin up / spin down) (eV) = -12.12 / -12.12
- molar mass (g/mol) = 323.303
- expectation value of S² = 6.019
- total energy (eV) = -55305.84675
- multiplicity = 5
- charge = +1
- E_LUMO (spin up / spin down) (Ha) = -0.09100 / -0.11054


Molecular formula: C7H13NO3S
Method: DFT, ωB97M-V with the def2-TZVPD basis set

Structure (XYZ):
```
25
Properties=species:S:1:pos:R:3:nbo_charge:R:1
C 1.8792 0.5191 2.4658 -0.849
S 1.5850 0.3805 0.6672 2.324
O 1.6608 1.7455 0.2144 -0.980
O 2.5586 -0.5877 0.2006 -0.925
N 0.0457 0.0211 0.4843 -0.751
C -0.3255 -1.2909 0.9102 -0.255
C -1.8373 -1.4823 0.5618 -0.405
C -2.0544 -0.6491 -0.7172 -0.429
C -0.6557 0.1414 -0.8362 0.451
C -0.4799 1.5293 -1.4234 -0.470
C 0.5231 0.8833 -2.3646 -0.080
O 0.0427 -0.4566 -1.9292 -0.549
H 2.7816 1.1126 2.5256 0.262
H 0.9962 0.7206 2.9915 0.238
H 2.2859 -0.4324 2.6967 0.235
H -0.3051 -1.4597 2.0029 0.219
H 0.2138 -2.0562 0.2699 0.215
H -2.4924 -1.1063 1.4847 0.204
H -2.1494 -2.4725 0.2223 0.227
H -2.2519 -1.4114 -1.5393 0.236
H -2.7453 0.2131 -0.7796 0.227
H -0.0132 2.1434 -0.7198 0.258
H -1.4015 1.9123 -1.9808 0.212
H 0.6233 0.9596 -3.4400 0.192
H 1.5157 1.1234 -1.9677 0.193
```

Summary:
- relative energy (zero: lowest compared OMol25 entry of this formula, charge and spin) (kcal per mole) = 89.5
- HOMO level (eV) = -9.73
- molar mass (g/mol) = 191.252
- SMILES string = CS(=O)(=O)N1CCC[C@@]12CCO2
- total energy (eV) = -25934.51177
- multiplicity = 1
- charge = 0
- E_LUMO (Ha) = 0.02391


Molecular formula: C6H13O3Tl
Method: DFT, ωB97M-V with the def2-TZVPD basis set

Structure (XYZ):
```
23
Properties=species:S:1:pos:R:3:mulliken_charge:R:1
C 2.9011 1.3448 -0.0032 -0.604
O 1.7286 0.6359 -0.3812 -0.184
C 1.5453 -0.6393 0.2420 -0.494
C 0.3271 -1.2517 -0.4119 0.096
O -0.2623 -2.2395 0.3768 -0.347
C -1.6171 -2.3165 -0.0421 -0.548
C -2.1214 -0.8841 0.0635 -0.146
O -0.9421 -0.1087 -0.1579 -0.389
H 2.8369 2.3373 -0.4611 0.306
H 2.9393 1.4411 1.0908 0.331
H 3.7851 0.8100 -0.3763 0.290
H 1.3751 -0.4942 1.3195 0.375
H 2.4386 -1.2427 0.0295 0.422
H 0.6322 -1.7788 -1.3347 0.371
H -2.1516 -2.9744 0.6510 0.372
H -1.6917 -2.6531 -1.0883 0.316
H -2.3820 -0.5997 1.0911 0.280
H -2.9364 -0.6602 -0.6329 0.355
Tl -0.0105 1.2262 -1.2095 1.085
C -1.4528 2.2904 0.1585 -1.077
H -1.2185 2.1664 1.2273 0.392
H -1.2129 3.3546 -0.0017 0.421
H -2.5099 2.2363 -0.1491 0.378
```

Summary:
- relative energy (zero: lowest compared OMol25 entry of this formula, charge and spin) (kcal per mole) = 75.5
- HOMO level (spin up / spin down) (eV) = -18.79 / -18.79
- molar mass (g/mol) = 337.550
- total energy (eV) = -17244.23782
- multiplicity = 1
- charge = +2
- E_LUMO (spin up / spin down) (Ha) = -0.40462 / -0.40459


Molecular formula: C4H12N2
Method: DFT, ωB97M-V with the def2-TZVPD basis set

Structure (XYZ):
```
18
Properties=species:S:1:pos:R:3:nbo_charge:R:1
N 0.5781 2.8060 -0.6559 -0.891
C -0.0824 1.5513 -0.8224 -0.190
C -0.3826 0.8594 0.6731 -0.396
C -0.7953 -0.6779 0.6886 -0.415
C 0.2864 -1.6354 0.0594 -0.235
N 0.1827 -2.9941 0.5935 -0.779
H 1.1706 3.1571 -1.3450 0.383
H 0.1688 3.4134 0.0867 0.375
H -0.9904 1.5879 -1.3792 0.154
H 0.6138 0.7803 -1.3866 0.167
H 0.6346 0.9771 1.0169 0.201
H -1.0242 1.5685 1.1083 0.194
H -1.7113 -0.7256 0.0979 0.193
H -0.9209 -0.9895 1.7109 0.219
H 0.4137 -1.4712 -1.0246 0.172
H 1.2439 -1.4262 0.5692 0.182
H 1.0666 -3.3419 0.0360 0.336
H -0.4519 -3.4391 -0.0270 0.332
```

Summary:
- relative energy (zero: lowest compared OMol25 entry of this formula, charge and spin) (kcal per mole) = 45.2
- HOMO level (eV) = -8.66
- molar mass (g/mol) = 88.154
- SMILES string = NCCCCN
- total energy (eV) = -7321.06884
- multiplicity = 1
- charge = 0
- E_LUMO (Ha) = 0.03918